[1]
Density functional theory data (the ωB97M-V functional and the def2-TZVPD basis) for a molecular structure, C4H6N2.

Its HOMO-LUMO gap is 9.46 eV. Its charge is 0. The HOMO energy comes out at -8.53 eV.

Each line ends with the Löwdin charge.
Atoms and positions in Å:
C1 0.486 -1.963 -0.062  -0.08
C2 -0.060 -0.063 -0.035  -0.26
C3 -0.645 -0.987 -0.703  -0.04
N1 -0.911 2.225 -0.173  0.09
C4 0.224 2.017 0.373  -0.31
N2 0.669 0.722 0.588  0.11
H1 0.060 -2.890 -0.402  0.07
H2 0.564 -1.969 1.039  0.09
H3 1.487 -1.818 -0.479  0.09
H4 -1.692 -1.266 -0.652  0.11
H5 -1.090 3.220 -0.247  0.04
H6 0.907 2.771 0.752  0.11

---

[2]
Density functional theory data (the ωB97M-V functional and the def2-TZVPD basis) for a molecular structure, C25H24Cl2N6RuS2.

As for the expectation value of S²: 8.77. Its HOMO-LUMO gap (spin up / spin down) is 7.40 / 6.29 eV. Its charge is +1. As for the spin multiplicity: 6. The HOMO energy (spin up / spin down) comes out at -10.21 / -10.65 eV.

Each line ends with the Löwdin charge.
Atoms and positions in Å:
Ru1 0.179 0.442 1.716  0.84
C1 -0.675 -4.641 3.029  -0.09
C2 -1.596 -3.993 4.096  -0.22
N1 -1.096 -2.670 4.480  -0.02
C3 -1.098 -1.631 3.624  -0.76
S1 -0.022 -0.274 4.004  0.55
N2 -1.928 -1.798 2.579  -0.01
N3 -1.756 -0.914 1.578  -0.07
C4 -2.686 -0.764 0.699  -0.25
C5 -3.869 -1.677 0.547  -0.01
C6 -2.431 0.218 -0.349  -0.25
C7 -3.315 0.412 -1.389  0.00
C8 -3.107 1.377 -2.363  -0.03
C9 -1.994 2.162 -2.212  -0.06
C10 -1.188 1.977 -1.100  -0.15
N4 -1.366 1.005 -0.221  0.04
H1 -0.981 -5.634 2.797  0.06
H2 0.382 -4.713 3.346  0.08
H3 -0.731 -4.028 2.132  0.04
H4 -1.640 -4.656 5.007  0.13
H5 -2.598 -3.992 3.684  0.10
H6 -0.544 -2.560 5.293  0.10
H7 -3.920 -2.392 1.343  0.06
H8 -3.840 -2.201 -0.416  0.10
H9 -4.797 -1.122 0.472  0.09
H10 -4.228 -0.180 -1.395  0.11
H11 -3.799 1.555 -3.143  0.11
H12 -1.800 3.010 -2.927  0.14
H13 -0.312 2.660 -0.967  0.12
Cl1 2.866 0.800 2.091  0.67
C11 3.039 2.531 1.987  -0.66
C12 4.232 3.039 1.567  -0.08
C13 4.373 4.469 1.527  -0.05
C14 3.326 5.304 1.790  -0.10
C15 2.101 4.691 2.105  -0.64
Cl2 0.687 5.717 2.310  0.66
C16 1.900 3.317 2.223  -0.69
S2 0.305 2.636 2.483  0.58
H14 4.996 2.383 1.247  0.10
H15 5.321 4.916 1.233  0.12
H16 3.353 6.400 1.740  0.12
C17 2.137 -3.744 -0.044  -0.02
C18 1.668 -2.492 0.549  -0.19
N5 1.364 -1.485 0.989  0.07
H17 2.726 -3.635 -0.943  0.09
H18 1.284 -4.335 -0.298  0.08
H19 2.778 -4.224 0.722  0.11
N6 2.221 1.332 -1.189  0.19
C19 1.677 1.103 -2.183  -0.20
C20 1.050 0.905 -3.434  -0.24
C21 1.252 1.788 -4.495  -0.02
C22 0.776 1.478 -5.775  -0.04
C23 -0.041 0.347 -5.935  -0.06
C24 -0.277 -0.514 -4.885  -0.09
C25 0.271 -0.274 -3.633  -0.03
H20 1.819 2.700 -4.376  0.12
H21 0.942 2.114 -6.585  0.09
H22 -0.517 0.166 -6.898  0.11
H23 -0.892 -1.406 -4.992  0.11
H24 0.019 -1.004 -2.835  0.12

---

[3]
Density functional theory data (the ωB97M-V functional and the def2-TZVPD basis) for a molecular structure, C22H15F6HfN4O4.

Its HOMO-LUMO gap is 5.79 eV. Its charge is -1. The HOMO energy comes out at -3.54 eV.

Each line ends with the Löwdin charge.
Atoms and positions in Å:
Hf1 -0.046 -0.006 -0.019  1.80
O1 1.241 0.696 4.242  0.05
C1 0.671 0.698 3.152  -0.48
N1 0.655 -0.162 2.118  -0.07
C2 1.147 -1.413 2.358  -0.26
C3 0.989 -2.179 3.521  -0.02
C4 1.538 -3.451 3.622  -0.11
C5 2.244 -3.980 2.552  -0.11
C6 2.393 -3.232 1.391  -0.02
C7 1.853 -1.943 1.286  -0.26
N2 1.904 -1.106 0.211  -0.05
C8 3.031 -1.129 -0.525  -0.48
O2 4.159 -1.569 -0.311  0.05
C9 2.752 -0.474 -1.816  -0.20
C10 3.747 -0.137 -2.722  -0.02
C11 3.367 0.471 -3.902  -0.08
C12 2.021 0.710 -4.126  -0.06
C13 1.098 0.330 -3.155  -0.11
N3 1.433 -0.278 -1.982  0.00
C14 -0.192 1.832 2.799  -0.19
C15 -0.257 2.999 3.543  0.01
C16 -1.115 3.992 3.116  -0.06
C17 -1.866 3.776 1.974  -0.03
C18 -1.734 2.569 1.299  -0.10
N4 -0.900 1.553 1.696  -0.05
H1 0.438 -1.761 4.354  0.11
H2 1.415 -4.015 4.538  0.09
H3 2.685 -4.966 2.612  0.09
H4 2.943 -3.642 0.553  0.11
H5 4.779 -0.346 -2.479  0.11
H6 4.114 0.759 -4.633  0.10
H7 1.684 1.192 -5.034  0.09
H8 0.041 0.508 -3.284  0.08
H9 0.364 3.101 4.421  0.12
H10 -1.188 4.923 3.665  0.10
H11 -2.542 4.532 1.600  0.11
H12 -2.287 2.375 0.408  0.09
C19 -2.481 -0.019 1.751  -0.01
C20 -2.958 0.178 0.287  -0.46
O3 -2.019 0.915 -0.347  -0.33
C21 -3.180 -1.205 -0.362  -0.53
F1 -4.059 -1.957 0.341  0.13
F2 -3.652 -1.154 -1.615  0.17
F3 -2.041 -1.945 -0.409  0.11
C22 -4.364 0.843 0.307  -0.52
F4 -5.258 0.115 1.019  0.13
F5 -4.363 2.058 0.899  0.13
F6 -4.905 1.011 -0.911  0.16
H13 -1.503 -0.549 1.791  0.08
H14 -3.195 -0.619 2.330  0.11
H15 -2.372 0.907 2.268  0.07
O4 -0.632 0.272 -1.732  -0.57

---

[4]
Density functional theory data (the ωB97M-V functional and the def2-TZVPD basis) for 2 unconnected molecules or ions with the total composition C5H7N3.

Its HOMO-LUMO gap is 7.96 eV. Its charge is 0. The HOMO energy comes out at -7.95 eV. Its SMILES is N=C=C=N.CC#CN.

Each line ends with the Löwdin charge.
Atoms and positions in Å:
C1 -1.226 1.040 1.562  -0.11
C2 0.136 -0.653 -1.787  -0.21
C3 1.011 -0.202 0.880  -0.19
C4 -0.970 -0.054 -1.559  -0.20
C5 -0.021 0.350 1.161  -0.10
N1 2.095 -0.897 0.498  0.05
N2 1.101 -1.394 -1.983  0.11
N3 -1.953 0.686 -1.456  0.10
H1 2.749 -0.375 -0.069  0.10
H2 2.537 -1.426 1.238  0.10
H3 1.018 -2.379 -1.734  0.07
H4 -1.854 1.662 -1.740  0.08
H5 -1.014 2.085 1.791  0.08
H6 -1.961 0.994 0.753  0.04
H7 -1.648 0.562 2.445  0.08

---

[5]
Density functional theory data (the ωB97M-V functional and the def2-TZVPD basis) for 2 unconnected molecules or ions with the total composition C2H7NO3.

Its HOMO-LUMO gap is 10.38 eV. Its charge is 0. The HOMO energy comes out at -9.68 eV. Its SMILES is CNC(=O)O.O.

Each line ends with the Löwdin charge.
Atoms and positions in Å:
C1 2.057 0.492 -1.367  -0.06
N1 1.271 -0.619 -0.789  0.03
C2 0.141 -0.428 -0.082  -0.64
O1 0.181 0.759 0.555  0.09
O2 -0.807 -1.171 -0.013  0.07
H1 2.846 0.833 -0.698  0.08
H2 1.373 1.308 -1.569  0.08
H3 2.530 0.083 -2.255  0.08
H4 1.405 -1.482 -1.267  0.13
H5 -0.689 0.837 0.993  0.06
H6 -2.973 1.329 1.569  0.05
H7 -2.617 0.069 0.705  0.06
O3 -2.362 0.621 1.452  -0.02

---

[6]
Density functional theory data (the ωB97M-V functional and the def2-TZVPD basis) for 2 unconnected molecules or ions with the total composition C5H11NO.

Its HOMO-LUMO gap (spin up / spin down) is 8.30 / 8.64 eV. Its charge is 0. The HOMO energy (spin up / spin down) comes out at -7.44 / -7.80 eV.

Each line ends with the Löwdin charge.
Atoms and positions in Å:
C1 2.038 0.651 -0.559  -0.13
C2 1.329 0.665 0.834  -0.11
C3 0.959 -0.208 -0.296  -0.30
C4 0.699 -1.697 -0.496  -0.01
C5 -2.510 0.375 0.746  -0.09
N1 -0.931 0.891 -0.854  0.03
O1 -1.861 -0.062 -0.474  -0.31
H1 2.028 1.728 -1.061  0.15
H2 3.011 0.133 -0.654  0.11
H3 1.779 0.093 1.638  0.09
H4 0.808 1.520 1.252  0.09
H5 1.299 -2.140 -1.159  0.03
H6 -0.359 -1.657 -0.742  0.06
H7 0.573 -2.237 0.455  0.09
H8 -2.777 -0.603 1.321  0.10
H9 -3.581 0.736 0.530  0.10
H10 -1.881 0.968 1.354  0.05
H11 -0.623 0.844 -1.836  0.06

---

[7]
Density functional theory data (the ωB97M-V functional and the def2-TZVPD basis) for a molecular structure, C20H12IrN2O2S2.

Its HOMO-LUMO gap (spin up / spin down) is 6.10 / 6.10 eV. Its charge is -1. The HOMO energy (spin up / spin down) comes out at -4.57 / -4.57 eV.

Each line ends with the Löwdin charge.
Atoms and positions in Å:
Ir1 -1.517 0.294 -0.796  0.84
S1 -1.037 -0.468 1.358  0.64
C1 -0.007 -1.839 1.074  -0.67
C2 0.676 -2.410 2.151  -0.06
C3 1.460 -3.538 1.990  -0.20
C4 2.147 -4.103 3.122  -0.18
N1 2.689 -4.556 4.029  0.15
C5 1.571 -4.123 0.715  -0.20
C6 0.910 -3.544 -0.354  -0.06
C7 0.131 -2.396 -0.192  -0.66
S2 -0.647 -1.710 -1.588  0.67
C8 2.370 -5.302 0.509  -0.18
N2 3.001 -6.245 0.329  0.15
H1 0.589 -1.954 3.129  0.12
H2 1.001 -3.987 -1.338  0.12
C9 -4.457 -1.572 -0.651  -0.04
C10 -4.489 -0.409 -1.624  -0.71
O1 -5.422 -0.257 -2.386  0.03
O2 -3.459 0.402 -1.565  -0.27
H3 -5.410 -2.095 -0.663  0.07
H4 -4.232 -1.214 0.354  0.06
H5 -3.660 -2.258 -0.946  0.05
C11 1.100 4.721 1.427  -0.10
C12 0.016 3.878 1.761  -0.09
C13 -0.335 2.852 0.931  -0.08
C14 0.384 2.585 -0.265  -0.18
C15 0.042 1.506 -1.138  -0.30
C16 0.797 1.300 -2.266  -0.15
C17 1.892 2.136 -2.580  -0.10
C18 2.228 3.176 -1.764  -0.07
C19 1.478 3.430 -0.589  -0.18
C20 1.803 4.505 0.278  -0.05
H6 1.369 5.537 2.086  0.09
H7 -0.533 4.049 2.678  0.10
H8 -1.171 2.214 1.185  0.05
H9 0.558 0.485 -2.936  0.06
H10 2.468 1.937 -3.476  0.10
H11 3.072 3.816 -1.997  0.10
H12 2.625 5.159 0.007  0.10

---

[8]
Density functional theory data (the ωB97M-V functional and the def2-TZVPD basis) for C4H10N2 in the gas phase.

Its HOMO-LUMO gap is 10.07 eV. Its charge is 0. The HOMO energy comes out at -8.81 eV. Its SMILES is C[C@@H]1[C@H](C)N1N.

Each line ends with the Löwdin charge.
Atoms and positions in Å:
C1 -0.253 0.761 -0.287  -0.38
C2 0.107 -0.673 -0.462  -0.32
C3 0.741 1.684 0.248  -0.08
C4 1.281 -1.293 0.171  -0.06
N1 -0.934 -0.221 0.436  -0.10
N2 -2.394 -0.179 0.123  0.02
H1 -0.865 1.324 -1.186  0.19
H2 -0.141 -1.200 -1.387  0.14
H3 1.581 1.831 -0.522  0.12
H4 1.354 1.269 1.038  0.06
H5 0.273 2.484 0.624  0.03
H6 1.985 -0.609 0.656  0.08
H7 1.863 -1.664 -0.594  0.05
H8 0.955 -2.095 0.825  0.09
H9 -2.931 -0.507 0.953  0.07
H10 -2.624 -0.911 -0.637  0.10